# 1
9
Properties=species:S:1:pos:R:3 method="wB97M-V/def2-TZVPD" mol_weight_g_mol=456.6 relative_energy_kcal_mol=62.35 spin_multiplicity=1 total_charge=0 energy_ha=-13344.93022
C 0.90714 -1.84330 -0.11123
C 3.51862 1.05231 0.50068
S 0.14358 -0.53155 -0.93682
Br -0.01352 -2.42584 1.42126
Br 1.94320 -2.96054 -1.12844
Br 3.38165 -0.26649 1.85344
Br 2.14682 2.34498 0.30626
Br 4.02478 0.39247 -1.20232
H -0.30962 0.21524 0.11764

=====

# 2
114
Properties=species:S:1:pos:R:3 method="wB97M-V/def2-TZVPD" mol_weight_g_mol=748.3 relative_energy_kcal_mol=0.00 spin_multiplicity=2 total_charge=+2 energy_ha=-2359.11701
Cd 0.75352 2.15391 -5.57980
C 0.49971 1.30577 -2.22695
O 1.04182 1.67166 -3.48134
H 0.43072 2.24197 -1.67300
H -0.54004 0.98326 -2.28183
H 1.04824 0.52511 -1.69990
C 2.50640 4.99887 -5.52342
O 1.37005 4.15615 -5.27255
C 0.18776 4.94608 -4.89239
C -0.99763 4.13346 -4.43410
N -1.27513 2.99885 -5.31621
C -2.12514 1.97890 -4.81353
C -1.93562 0.69889 -5.70102
O -0.53455 0.45263 -6.02161
C -0.43145 -0.80692 -6.69742
H 2.27550 5.73027 -6.29792
H 3.32267 4.40116 -5.92907
H 2.83872 5.50960 -4.61964
H -0.10836 5.54919 -5.75068
H 0.51047 5.68558 -4.15951
H -1.92409 4.69148 -4.29849
H -0.69277 3.73548 -3.46623
H -1.93856 3.44004 -5.93693
H -3.16429 2.30455 -4.76626
H -1.81815 1.76382 -3.79001
H -2.41070 0.79736 -6.67708
H -2.28506 -0.18038 -5.15985
H 0.57891 -0.99448 -7.06088
H -1.07019 -0.80671 -7.58066
H -0.80336 -1.62443 -6.07980
C -2.85013 -0.61738 -0.30949
O -3.65457 -0.96107 0.82459
C -4.20083 -2.25791 0.77370
C -4.93070 -2.65166 2.05798
N -4.00214 -2.63769 3.17631
C -4.65666 -2.56030 4.50977
C -3.67207 -2.76444 5.66000
O -3.47256 -4.18963 5.80562
C -2.31535 -4.47328 6.67512
H -2.62050 0.44715 -0.26313
H -3.39521 -0.87985 -1.21619
H -1.91000 -1.16889 -0.31834
H -3.50958 -3.06969 0.54724
H -4.94860 -2.30028 -0.01822
H -5.23808 -3.69712 2.03275
H -5.80962 -2.01635 2.16738
H -3.41859 -1.82366 3.04618
H -5.50312 -3.24238 4.58953
H -5.15858 -1.61868 4.73234
H -4.09361 -2.34096 6.57163
H -2.76631 -2.22815 5.37701
H -2.28256 -5.54985 6.50771
H -2.43285 -4.18301 7.71917
H -1.43275 -3.98180 6.26578
C 2.76954 0.16705 3.45411
O 2.53827 1.48230 2.94904
C 2.25878 1.38754 1.53938
C 2.11374 2.83223 1.14674
N 0.87593 3.37919 1.65582
C 0.69675 4.70413 1.14312
C -0.52277 5.37752 1.76796
O -0.21218 5.72727 3.09464
C -1.32512 5.95707 3.91509
H 2.65442 0.13491 4.53753
H 3.78745 -0.08707 3.15849
H 2.04694 -0.52421 3.02039
H 1.29522 0.89389 1.41306
H 3.12630 1.01418 0.99521
H 2.26019 2.83731 0.06664
H 2.90297 3.48377 1.52186
H 0.91454 3.37417 2.66506
H 0.63170 4.78976 0.05844
H 1.52703 5.31645 1.49497
H -1.34933 4.67040 1.69814
H -0.80410 6.29867 1.25762
H -1.93710 6.80058 3.59559
H -0.89876 6.39055 4.81975
H -1.84589 5.06773 4.27000
C 1.69707 -1.66955 -0.02630
O 2.15915 -2.77384 0.74503
C 3.45805 -3.23331 0.51291
C 3.89831 -4.19423 1.55441
N 3.10724 -5.39596 1.42812
C 3.07188 -6.19757 2.66850
C 2.12888 -7.32020 2.47666
O 0.74723 -7.05068 2.15547
C 0.12763 -6.12171 3.06936
H 1.44965 -2.00797 -1.03246
H 2.40947 -0.84582 0.01902
H 0.85151 -1.25484 0.52246
H 4.09214 -2.35671 0.64560
H 3.55022 -3.58000 -0.51636
H 3.77844 -3.72245 2.52969
H 4.95764 -4.44698 1.59943
H 2.18606 -5.38256 1.01419
H 2.87223 -5.66694 3.59945
H 4.06363 -6.58282 2.90537
H 2.10689 -7.88163 3.41068
H 2.45048 -8.02299 1.70805
H -0.88947 -5.81052 2.83108
H 0.76905 -5.24232 3.12717
H 0.12876 -6.55065 4.07141
O 0.03624 -2.13217 -3.64693
H 0.04336 -2.73362 -2.90232
H 0.79467 -1.56568 -3.50511
O -1.68015 2.55729 0.36727
H -1.80323 1.69314 0.76013
H -0.83207 2.85285 0.69838
O 2.94321 4.65101 -2.09048
H 3.73798 4.12453 -2.00448
H 2.29726 4.05126 -2.46369
O 3.87226 2.39981 -3.53806
H 3.09445 1.97735 -3.17369
H 3.78525 2.28734 -4.48464

=====

# 3
46
Properties=species:S:1:pos:R:3 method="wB97M-V/def2-TZVPD" mol_weight_g_mol=330.4 smiles=Cc1cc(CO)nc(N2CCN(c3ccnc([C@@H](C)O)n3)CC2)n1 relative_energy_kcal_mol=0.00 spin_multiplicity=1 total_charge=0 energy_ha=-1101.91021
C -5.28927 -2.08477 -0.79183
C -4.56937 -0.79109 -0.85824
C -5.19620 0.30650 -1.45363
C -4.51353 1.48263 -1.52224
C -5.13768 2.70650 -2.16281
O -6.29611 3.20350 -1.45762
N -3.28854 1.57386 -1.05706
C -2.75555 0.48992 -0.48550
N -1.43707 0.53879 -0.14453
C -0.52748 1.62839 -0.60771
C 0.89291 1.12918 -0.91942
N 1.49471 0.29115 0.10657
C 2.85592 0.05290 0.16341
C 3.56051 -0.03600 -1.01404
C 4.87728 -0.43279 -0.97323
N 5.47985 -0.65808 0.20168
C 4.75646 -0.59161 1.33928
C 5.46182 -0.83813 2.66500
C 5.14165 -2.26102 3.17830
O 6.90183 -0.70721 2.51684
N 3.46269 -0.21796 1.34942
C 0.58006 -0.37592 1.05918
C -0.76695 -0.67575 0.41486
N -3.32306 -0.69319 -0.39456
H -5.54209 -2.28345 0.25962
H -4.72456 -2.90074 -1.18558
H -6.21274 -2.06799 -1.35164
H -6.20533 0.22984 -1.85365
H -5.39919 2.38397 -3.21089
H -4.38198 3.50841 -2.23836
H -6.02759 3.45702 -0.54608
H -0.87007 2.16071 -1.53247
H -0.46525 2.40406 0.14983
H 0.90766 0.60962 -1.88134
H 1.48144 2.04405 -1.02172
H 3.08761 0.10500 -1.97297
H 5.40623 -0.56350 -1.91159
H 5.08185 -0.10817 3.41983
H 4.04124 -2.37285 3.39130
H 5.42242 -3.03838 2.41910
H 5.61238 -2.49545 4.12785
H 7.09485 -0.55523 1.58168
H 0.37717 0.25421 1.96421
H 0.98440 -1.29907 1.41090
H -1.39404 -1.10619 1.22926
H -0.63928 -1.40568 -0.39943

=====

# 4
47
Properties=species:S:1:pos:R:3 method="wB97M-V/def2-TZVPD" mol_weight_g_mol=965.2 smiles="CC[C@H](I)P[PH2]=N.ClC(Cl)Cl.ClC(Cl)Cl.ClC(Cl)Cl.ClC(Cl)Cl.ClC(Cl)Cl.ClC(Cl)Cl" spin_multiplicity=1 total_charge=0 energy_ha=-9671.03730
C 2.87861 3.57726 -1.10011
C 2.00420 2.35756 -0.87298
C 0.81732 2.71390 -0.00970
I 1.35675 3.01769 2.05275
P -0.55394 1.48384 -0.20940
P -1.96224 2.67633 -1.40556
N -1.96759 4.22484 -1.07887
H 3.56680 3.41464 -1.91447
H 2.26075 4.42606 -1.35374
H 3.46013 3.81962 -0.22351
H 2.62317 1.59406 -0.41930
H 1.64520 1.98616 -1.82348
H 0.45500 3.67807 -0.32874
H -1.17814 1.30596 1.03590
H -1.49466 2.42740 -2.71139
H -3.22741 2.06745 -1.29204
H -2.89970 4.53546 -0.83709
Cl -1.93978 -1.89706 2.02915
C -0.23627 -2.09990 2.45089
Cl 0.75409 -0.94076 1.57171
Cl 0.00761 -1.95172 4.19306
H 0.06692 -3.09405 2.15101
Cl 2.01911 -4.41688 1.01825
C 3.44801 -3.50818 0.50488
Cl 3.19166 -2.76624 -1.07100
Cl 3.83775 -2.29312 1.71499
H 4.27435 -4.20057 0.42840
Cl -2.41378 9.12945 -1.36475
C -1.16427 7.97162 -1.83007
Cl -0.12315 8.65012 -3.08559
Cl -0.22150 7.47002 -0.43422
H -1.64964 7.09152 -2.23105
Cl -3.36623 -7.22013 0.96976
C -3.00532 -5.49753 0.86346
Cl -3.81922 -4.60912 2.15058
Cl -1.26125 -5.22215 0.91260
H -3.37316 -5.13386 -0.08523
Cl 3.69387 -5.33301 -3.44808
C 4.59361 -4.30544 -4.56406
Cl 3.95898 -2.65732 -4.55957
Cl 6.31283 -4.31174 -4.17170
H 4.47376 -4.70727 -5.55982
Cl -5.56694 -4.37478 4.70357
C -5.18901 -2.65062 4.68701
Cl -6.20552 -1.77354 5.83175
Cl -3.48108 -2.38019 5.01969
H -5.40066 -2.27384 3.69613